{
  "formula": "C20H30InN6SbSe4",
  "method": "ωB97M-V/def2-TZVPD",
  "species": ["In", "C", "N", "C", "C", "N", "C", "C", "C", "C", "C", "C", "C", "C", "C", "N", "C", "N", "C", "C", "N", "C", "C", "C", "N", "C", "C", "H", "H", "H", "H", "H", "H", "H", "H", "H", "H", "H", "H", "H", "H", "H", "H", "H", "H", "H", "H", "H", "H", "H", "H", "H", "H", "H", "H", "H", "H", "Se", "Sb", "Se", "Se", "Se"],
  "positions_angstrom": [[-1.42419, 0.84104, -1.58939], [1.43427, -2.76482, -3.21144], [1.20926, -1.31683, -3.10558], [0.16666, -0.76400, -3.96871], [1.51911, -0.70649, -1.92903], [0.73266, 0.19159, -1.38781], [1.34749, 1.25638, -0.61384], [2.44650, 1.87295, -1.14221], [3.07350, 2.95710, -0.49662], [2.54030, 3.45534, 0.65089], [1.35236, 2.90381, 1.19485], [0.74771, 3.53500, 2.31331], [-0.44896, 3.09567, 2.78743], [-1.06549, 1.97489, 2.19912], [-0.47354, 1.28331, 1.18414], [-1.13706, 0.14149, 0.62682], [-1.57486, -0.76887, 1.47417], [-2.60904, -1.58410, 1.17232], [-2.68594, -2.94262, 1.68653], [-3.65819, -1.20912, 0.22928], [-1.00544, -1.00967, 2.70523], [0.39476, -0.77663, 2.99821], [-1.84332, -1.17119, 3.88442], [0.74646, 1.76501, 0.59580], [2.69090, -1.12975, -1.36240], [2.90533, -1.09068, 0.07170], [3.89990, -1.29041, -2.15672], [0.88683, -3.13089, -4.07621], [1.06837, -3.28956, -2.32801], [2.48306, -3.01611, -3.35419], [0.34225, -1.10834, -4.98623], [0.21648, 0.32258, -3.98016], [-0.83944, -1.07017, -3.68043], [2.83398, 1.51785, -2.09090], [3.95135, 3.41059, -0.94020], [2.98455, 4.31254, 1.14349], [1.23450, 4.40152, 2.74444], [-0.94342, 3.61248, 3.60024], [-2.04327, 1.65363, 2.53777], [-1.74850, -3.22840, 2.15395], [-2.88893, -3.62317, 0.85809], [-3.49488, -3.05245, 2.41393], [-3.69688, -0.13089, 0.09489], [-4.61869, -1.52483, 0.64316], [-3.51966, -1.68208, -0.74077], [0.96910, -0.78134, 2.08230], [0.75304, -1.58878, 3.63510], [0.56595, 0.17501, 3.50565], [-2.89307, -1.06712, 3.62292], [-1.59076, -0.39095, 4.60893], [-1.68991, -2.14550, 4.35616], [1.95053, -1.13465, 0.57860], [3.43238, -0.19095, 0.39598], [3.48747, -1.96834, 0.35729], [3.68359, -1.13971, -3.20982], [4.33140, -2.28337, -2.01835], [4.64068, -0.54907, -1.84412], [-5.14519, 2.21729, -0.03744], [-4.10613, 2.54812, -2.16592], [-3.33471, 0.12612, -2.99929], [-1.65984, 3.31147, -1.63435], [-4.88339, 3.73910, -4.05697]],
  "gap_ev": 6.67,
  "lumo_energy_ha": -0.0075,
  "e_homo_ev": -6.869,
  "total_energy_ha": -11144.834834
}

{
  "formula": "C19H27FN4O4S",
  "method": "ωB97M-V/def2-TZVPD",
  "species": ["C", "N", "C", "O", "C", "C", "C", "S", "N", "O", "O", "N", "C", "C", "C", "C", "C", "C", "N", "C", "O", "C", "F", "C", "C", "C", "C", "C", "C", "H", "H", "H", "H", "H", "H", "H", "H", "H", "H", "H", "H", "H", "H", "H", "H", "H", "H", "H", "H", "H", "H", "H", "H", "H", "H", "H"],
  "positions_angstrom": [[0.84238, 2.88452, 0.02362], [-0.57300, 2.56293, -0.13294], [-1.02127, 1.31385, 0.25828], [-1.70479, 0.60336, -0.46061], [-0.65287, 0.87003, 1.62074], [-0.31557, 1.62880, 2.76617], [-0.15861, 0.73521, 3.79509], [0.21722, 1.11277, 5.44435], [1.71179, 0.43134, 5.65494], [0.31392, 2.53861, 5.51271], [-0.64669, 0.37664, 6.32106], [-0.38865, -0.53891, 3.32631], [-0.32058, -1.77113, 4.09541], [-0.69313, -0.45213, 2.01354], [-1.18874, 3.08252, -1.36565], [-1.19455, 4.61941, -1.33505], [-2.42574, 5.25635, -1.98764], [-2.83703, 4.60139, -3.30858], [-1.69969, 4.14732, -4.11190], [-0.73650, 4.96085, -4.62392], [0.36685, 4.53950, -4.94971], [-0.99749, 6.41979, -4.78939], [-2.29141, 6.84902, -4.79912], [-0.04267, 7.31939, -4.94243], [-0.08091, 8.81604, -5.14171], [1.45119, 8.77440, -5.40086], [1.46035, 7.25946, -5.05255], [-1.31454, 2.74972, -3.90430], [-0.51307, 2.52615, -2.62641], [0.97733, 3.96505, 0.06529], [1.22711, 2.45711, 0.94417], [1.43464, 2.49125, -0.80690], [-0.22617, 2.69826, 2.85486], [2.45222, 1.09490, 5.46152], [1.78057, 0.05059, 6.59147], [-0.55234, -2.59720, 3.42870], [0.68061, -1.90371, 4.50198], [-1.03754, -1.74463, 4.91236], [-0.93023, -1.32696, 1.43116], [-2.21831, 2.71989, -1.33672], [-1.14930, 4.95085, -0.29546], [-0.29026, 4.99536, -1.82378], [-3.27821, 5.19893, -1.30536], [-2.22860, 6.31840, -2.14983], [-3.42278, 3.70576, -3.10492], [-3.47532, 5.26593, -3.88224], [-0.70767, 9.16293, -5.96282], [-0.36751, 9.35917, -4.23973], [1.71521, 8.97642, -6.43689], [2.05108, 9.41314, -4.75646], [1.95163, 7.01014, -4.11094], [1.83381, 6.58022, -5.81480], [-2.23545, 2.16482, -3.87771], [-0.72771, 2.42766, -4.76115], [0.46710, 2.99035, -2.75643], [-0.36907, 1.45087, -2.50371]],
  "de_lowest_kcal_mol": 2.58,
  "gap_ev": 9.58,
  "lumo_energy_ha": 0.0182,
  "e_homo_ev": -9.087,
  "total_energy_ha": -1758.214193
}

{
  "formula": "C27H32N2O8",
  "method": "ωB97M-V/def2-TZVPD",
  "species": ["C", "C", "C", "C", "C", "O", "N", "C", "C", "C", "C", "C", "C", "O", "C", "C", "O", "C", "C", "O", "C", "C", "O", "C", "C", "O", "N", "C", "O", "C", "C", "C", "C", "C", "C", "C", "O", "H", "H", "H", "H", "H", "H", "H", "H", "H", "H", "H", "H", "H", "H", "H", "H", "H", "H", "H", "H", "H", "H", "H", "H", "H", "H", "H", "H", "H", "H", "H", "H"],
  "positions_angstrom": [[1.37553, -0.61303, 3.89119], [1.73490, 0.81245, 3.48096], [2.74864, 1.40985, 4.45532], [0.45801, 1.67423, 3.45009], [-0.63698, 1.05602, 2.55363], [-1.68742, 0.68649, 3.03162], [-0.28096, 0.95350, 1.25461], [-1.00537, 0.38084, 0.20364], [-2.31177, -0.07539, 0.32783], [-2.91816, -0.66904, -0.76089], [-2.27160, -0.84129, -1.98086], [-0.97261, -0.32468, -2.13069], [-0.36933, 0.27132, -1.02457], [-0.19135, -0.28657, -3.24103], [-0.58833, -0.78547, -4.49679], [-0.41598, -2.29940, -4.63738], [0.93437, -2.62772, -4.37756], [1.28361, -3.96356, -4.64236], [0.63258, -5.03400, -3.74690], [1.12372, -5.05461, -2.42209], [0.64341, -4.02931, -1.58243], [-0.80679, -4.23498, -1.12080], [-1.69451, -3.81670, -2.13617], [-3.02232, -3.59482, -1.72897], [-3.67904, -2.62644, -2.72398], [-2.88402, -1.50059, -3.03130], [0.74003, 3.05737, 3.10129], [1.39624, 3.50991, 1.97347], [1.79347, 2.81867, 1.06080], [1.50207, 4.97846, 2.12275], [2.05108, 5.92954, 1.28860], [1.99757, 7.25703, 1.70368], [1.41345, 7.60900, 2.91058], [0.85924, 6.64750, 3.75105], [0.91253, 5.33295, 3.33867], [0.43450, 4.09344, 3.99203], [-0.08966, 3.94489, 5.06266], [0.92154, -0.61865, 4.87940], [0.67186, -1.05614, 3.19078], [2.26972, -1.23100, 3.91718], [2.18132, 0.79251, 2.48188], [3.62814, 0.77336, 4.51350], [2.31676, 1.49447, 5.45037], [3.06985, 2.39895, 4.13358], [0.02987, 1.71634, 4.46019], [0.61988, 1.33904, 0.97963], [-2.83960, 0.02572, 1.26005], [-3.93799, -1.00857, -0.66038], [0.63386, 0.64691, -1.15673], [-1.62525, -0.52116, -4.72416], [0.08616, -0.28483, -5.19802], [-1.08031, -2.80781, -3.93434], [-0.68725, -2.59087, -5.66455], [2.36715, -4.00034, -4.50446], [1.04349, -4.21227, -5.68942], [-0.45652, -4.92633, -3.75224], [0.89370, -6.01349, -4.15707], [1.29149, -4.06129, -0.70325], [0.73425, -3.04892, -2.06061], [-0.97477, -5.29484, -0.88030], [-0.97444, -3.63506, -0.21440], [-3.03129, -3.16783, -0.71731], [-3.59487, -4.53447, -1.71359], [-4.66434, -2.33148, -2.33839], [-3.81503, -3.12277, -3.68815], [2.50412, 5.64788, 0.35102], [2.41892, 8.02610, 1.07395], [1.38789, 8.64748, 3.20464], [0.40294, 6.91349, 4.69150]],
  "de_lowest_kcal_mol": 3.75,
  "gap_ev": 7.17,
  "lumo_energy_ha": -0.0248,
  "e_homo_ev": -7.849,
  "total_energy_ha": -1759.499306
}

{
  "formula": "C30H40IN6O5OsSTe",
  "method": "ωB97M-V/def2-TZVPD",
  "species": ["Os", "C", "N", "C", "C", "N", "N", "C", "N", "N", "H", "H", "H", "H", "H", "H", "H", "H", "H", "H", "H", "O", "S", "O", "O", "O", "I", "C", "H", "H", "C", "C", "C", "C", "C", "C", "Te", "N", "C", "O", "C", "C", "C", "C", "C", "C", "C", "C", "C", "C", "C", "C", "C", "C", "C", "C", "C", "C", "H", "H", "H", "H", "H", "H", "H", "H", "H", "H", "H", "H", "H", "H", "H", "H", "H", "H", "H", "H", "H", "H", "H", "H", "H", "H", "H"],
  "positions_angstrom": [[-0.09983, 0.52727, 0.18324], [2.49797, 4.14064, -1.48044], [1.75448, 4.34069, -0.24416], [1.25192, 5.67778, 0.03870], [1.18460, 3.26155, 0.33391], [1.32530, 2.03714, -0.06416], [0.40716, 3.51982, 1.45189], [-0.06531, 2.55200, 2.28820], [-0.63783, 2.99023, 3.42657], [0.14307, 1.29587, 2.01732], [3.07343, 5.03930, -1.68421], [1.82981, 3.94035, -2.32322], [3.20811, 3.32130, -1.37729], [1.65550, 6.35758, -0.70505], [1.57580, 6.03431, 1.01920], [0.16213, 5.71853, -0.04149], [1.97725, 1.89862, -0.82593], [0.16795, 4.47411, 1.65685], [-1.01576, 3.92403, 3.43312], [-1.24414, 2.31551, 3.87113], [-0.21210, 0.66376, 2.72804], [2.07430, -2.81769, -0.27569], [1.54875, -1.49334, -0.12627], [2.52203, -0.40526, -0.07335], [0.67455, -1.42188, 1.11468], [0.55052, -1.11624, -1.27830], [-1.78782, 3.42810, -1.28818], [-0.86511, 1.47528, -1.48635], [-0.05466, 1.67192, -2.18352], [-1.64706, 0.87729, -1.94834], [-0.87563, -9.44967, -1.47228], [-1.09159, -7.98410, -1.20853], [-0.43215, -7.32925, -0.18281], [-0.58356, -5.96130, 0.02969], [0.13651, -5.32844, 1.18939], [-1.40713, -5.22416, -0.83248], [-1.23336, -3.13263, -0.60741], [-1.81029, -0.04891, 0.55522], [-2.76356, 0.52855, 1.32798], [-2.68554, 1.68358, 1.75482], [-3.98705, -0.28940, 1.67106], [-4.04695, -1.66609, 1.50428], [-5.17439, -2.37416, 1.88568], [-6.25884, -1.70587, 2.43568], [-6.20982, -0.32782, 2.59798], [-5.07953, 0.37561, 2.22095], [-1.61505, -2.66695, -2.62823], [-0.63785, -3.00208, -3.56914], [0.50901, -3.92443, -3.27094], [-0.74364, -2.46720, -4.85265], [-1.76268, -1.59887, -5.20774], [-1.83753, -1.00750, -6.58902], [-2.72797, -1.29725, -4.25638], [-2.67831, -1.81827, -2.96686], [-3.78187, -1.46930, -2.00961], [-2.16268, -5.88135, -1.81157], [-3.21757, -5.21476, -2.65274], [-1.98874, -7.25150, -1.97511], [-0.12176, -9.86343, -0.80415], [-0.54446, -9.61167, -2.49923], [-1.79945, -10.01491, -1.33558], [0.22892, -7.88935, 0.46948], [0.49908, -6.09693, 1.87208], [-0.52100, -4.66233, 1.75672], [0.98769, -4.73072, 0.85648], [-3.19442, -2.18623, 1.08688], [-5.20372, -3.44820, 1.76059], [-7.13727, -2.25786, 2.74307], [-7.05359, 0.19698, 3.02547], [-5.01977, 1.44824, 2.34293], [0.17153, -4.96293, -3.24303], [0.97800, -3.70477, -2.31045], [1.27456, -3.83389, -4.04174], [0.01557, -2.72149, -5.58426], [-0.91324, -1.17421, -7.14001], [-2.02215, 0.06674, -6.54352], [-2.65414, -1.45432, -7.15947], [-3.54006, -0.62464, -4.51622], [-4.52702, -0.83704, -2.49433], [-3.39876, -0.94063, -1.13777], [-4.28719, -2.36517, -1.64487], [-3.67456, -4.37388, -2.13138], [-3.99990, -5.93590, -2.88806], [-2.81350, -4.83423, -3.59265], [-2.58077, -7.76261, -2.72762]],
  "de_lowest_kcal_mol": 59.95,
  "gap_ev": [4.59, 4.47],
  "lumo_energy_ha": [-0.0607, -0.0648],
  "e_homo_ev": [-6.237, -6.232],
  "multiplicity": 2,
  "s2": 0.7680,
  "total_energy_ha": -2926.416953
}

Please write out number 1 again, unchanged.
{
  "formula": "C20H30InN6SbSe4",
  "method": "ωB97M-V/def2-TZVPD",
  "species": ["In", "C", "N", "C", "C", "N", "C", "C", "C", "C", "C", "C", "C", "C", "C", "N", "C", "N", "C", "C", "N", "C", "C", "C", "N", "C", "C", "H", "H", "H", "H", "H", "H", "H", "H", "H", "H", "H", "H", "H", "H", "H", "H", "H", "H", "H", "H", "H", "H", "H", "H", "H", "H", "H", "H", "H", "H", "Se", "Sb", "Se", "Se", "Se"],
  "positions_angstrom": [[-1.42419, 0.84104, -1.58939], [1.43427, -2.76482, -3.21144], [1.20926, -1.31683, -3.10558], [0.16666, -0.76400, -3.96871], [1.51911, -0.70649, -1.92903], [0.73266, 0.19159, -1.38781], [1.34749, 1.25638, -0.61384], [2.44650, 1.87295, -1.14221], [3.07350, 2.95710, -0.49662], [2.54030, 3.45534, 0.65089], [1.35236, 2.90381, 1.19485], [0.74771, 3.53500, 2.31331], [-0.44896, 3.09567, 2.78743], [-1.06549, 1.97489, 2.19912], [-0.47354, 1.28331, 1.18414], [-1.13706, 0.14149, 0.62682], [-1.57486, -0.76887, 1.47417], [-2.60904, -1.58410, 1.17232], [-2.68594, -2.94262, 1.68653], [-3.65819, -1.20912, 0.22928], [-1.00544, -1.00967, 2.70523], [0.39476, -0.77663, 2.99821], [-1.84332, -1.17119, 3.88442], [0.74646, 1.76501, 0.59580], [2.69090, -1.12975, -1.36240], [2.90533, -1.09068, 0.07170], [3.89990, -1.29041, -2.15672], [0.88683, -3.13089, -4.07621], [1.06837, -3.28956, -2.32801], [2.48306, -3.01611, -3.35419], [0.34225, -1.10834, -4.98623], [0.21648, 0.32258, -3.98016], [-0.83944, -1.07017, -3.68043], [2.83398, 1.51785, -2.09090], [3.95135, 3.41059, -0.94020], [2.98455, 4.31254, 1.14349], [1.23450, 4.40152, 2.74444], [-0.94342, 3.61248, 3.60024], [-2.04327, 1.65363, 2.53777], [-1.74850, -3.22840, 2.15395], [-2.88893, -3.62317, 0.85809], [-3.49488, -3.05245, 2.41393], [-3.69688, -0.13089, 0.09489], [-4.61869, -1.52483, 0.64316], [-3.51966, -1.68208, -0.74077], [0.96910, -0.78134, 2.08230], [0.75304, -1.58878, 3.63510], [0.56595, 0.17501, 3.50565], [-2.89307, -1.06712, 3.62292], [-1.59076, -0.39095, 4.60893], [-1.68991, -2.14550, 4.35616], [1.95053, -1.13465, 0.57860], [3.43238, -0.19095, 0.39598], [3.48747, -1.96834, 0.35729], [3.68359, -1.13971, -3.20982], [4.33140, -2.28337, -2.01835], [4.64068, -0.54907, -1.84412], [-5.14519, 2.21729, -0.03744], [-4.10613, 2.54812, -2.16592], [-3.33471, 0.12612, -2.99929], [-1.65984, 3.31147, -1.63435], [-4.88339, 3.73910, -4.05697]],
  "gap_ev": 6.67,
  "lumo_energy_ha": -0.0075,
  "e_homo_ev": -6.869,
  "total_energy_ha": -11144.834834
}